Here is a gas-phase ion, C4H10NOS (charge -1) from OMol25. Energies are from ωB97M-V with the def2-TZVPD basis set.

Structure (XYZ):
```
17
Properties=species:S:1:pos:R:3:forces:R:3:nbo_charge:R:1
C -0.6089 -2.7829 0.8962 -0.8 -0.1 0.3 -0.41
N -0.6026 -1.8664 -0.2355 0.1 0.3 0.0 -0.63
C -0.0378 -0.5281 0.0522 0.3 0.2 0.4 -0.09
C -0.9365 0.3406 0.9789 -0.1 -0.6 -0.8 -0.06
O -0.3514 1.5337 1.4010 -0.1 0.0 0.8 -0.79
C 0.3071 0.1717 -1.2681 0.0 0.4 -0.2 -0.52
S 1.3393 1.7091 -1.1937 0.0 -0.4 0.2 -0.70
H -0.6993 -3.8301 0.5849 0.1 0.1 -0.2 0.18
H 0.2657 -2.7196 1.5537 0.1 0.3 -0.5 0.19
H -1.4798 -2.6002 1.5319 0.0 -0.1 0.4 0.16
H -1.5553 -1.7368 -0.5858 0.4 -0.2 0.1 0.34
H 0.8628 -0.7218 0.6593 0.1 0.2 -0.5 0.18
H -1.8684 0.5586 0.4106 0.1 -0.2 0.2 0.13
H -1.1803 -0.2728 1.8645 -0.1 0.3 -0.2 0.15
H 0.2242 1.8726 0.6872 0.3 0.0 -0.5 0.50
H -0.6096 0.5311 -1.7469 -0.3 -0.4 0.1 0.18
H 0.7228 -0.5797 -1.9518 0.1 0.2 0.2 0.19
```
Positions in Å, forces in eV/Å.

Calculated values
* energy above the lowest of the compared OMol25 structures with the same formula, charge and spin: 1.529 eV
* SMILES: CN[C@H](CO)C[S-]
* charge: -1



Here is 3 unconnected molecules or ions with the total composition H6O3 from OMol25. Energies are from ωB97M-V with the def2-TZVPD basis set.

Structure (XYZ):
```
9
Properties=species:S:1:pos:R:3:forces:R:3:nbo_charge:R:1
O 0.1660 0.6739 -3.2965 0.0 0.2 -0.7 -0.98
H -0.4302 -0.0176 -3.5839 -0.1 -0.1 0.0 0.45
H 0.2145 0.5693 -2.3463 0.1 0.0 0.9 0.50
O 0.6852 0.6030 -0.3231 -0.3 0.2 -1.1 -1.22
H 0.5273 0.1944 0.5280 -0.3 -0.4 0.9 0.40
H 1.5649 0.9735 -0.2520 0.5 0.2 0.2 0.41
O -0.9551 -1.3030 2.8506 -0.2 -1.0 -0.5 -1.26
H -0.4368 -1.2650 3.6544 0.4 0.2 0.5 0.35
H -1.3358 -0.4285 2.7690 -0.2 0.8 -0.1 0.34
```
Positions in Å, forces in eV/Å.

Calculated values
* energy above the lowest of the compared OMol25 structures with the same formula, charge and spin: 0.215 eV
* spin multiplicity: 2
* ⟨S²⟩: 0.75
* charge: -1



Here is 2 unconnected molecules or ions with the total composition C4H12N2O from OMol25. Energies are from ωB97M-V with the def2-TZVPD basis set.

Structure (XYZ):
```
19
Properties=species:S:1:pos:R:3:forces:R:3:nbo_charge:R:1
C 0.6254 0.8296 -0.6372 0.5 0.4 0.8 -0.37
C -0.4048 1.2227 -1.3681 0.2 0.4 -0.3 -0.13
N -1.2824 0.3512 -2.0343 -0.3 0.0 0.2 -0.85
N 1.2647 1.9971 0.1017 0.0 0.4 -0.7 -1.15
H 1.0858 -0.1390 0.3539 -0.2 -1.5 0.1 0.41
H -0.6217 2.2780 -1.5262 -0.2 0.0 0.0 0.16
H -1.8021 0.7797 -2.7792 0.1 -0.2 -0.2 0.36
H -0.8892 -0.5497 -2.2531 0.0 0.0 -0.1 0.37
H 2.2878 1.8989 0.2298 0.0 -0.2 -0.1 0.33
H 0.8805 2.1075 1.0601 0.0 0.1 -0.1 0.34
H 1.1653 2.9109 -0.3979 -0.1 0.1 0.3 0.21
C 0.4303 -1.9245 1.0807 0.0 -0.1 0.0 -0.04
O 1.3290 -0.8781 1.1804 0.1 0.6 0.0 -0.84
C -1.0353 -1.5044 1.1965 -0.2 -0.3 0.2 -0.64
H 0.6247 -2.6362 1.8991 0.1 0.0 -0.1 0.14
H 0.5742 -2.5010 0.1447 -0.1 0.1 0.0 0.12
H -1.6958 -2.3776 1.1015 0.1 0.0 -0.1 0.17
H -1.3235 -0.7664 0.4541 0.0 0.1 -0.1 0.22
H -1.2129 -1.0990 2.1936 0.0 0.2 0.0 0.19
```
Positions in Å, forces in eV/Å.

Calculated values
* energy above the lowest of the compared OMol25 structures with the same formula, charge and spin: 2.955 eV
* spin multiplicity: 2
* ⟨S²⟩: 0.75
* charge: -1